1.
Molecular formula: C23H44NP3ScSe
Method: DFT, ωB97M-V/def2-TZVPD

Positions of all 73 atoms, in Å:
1 Sc 0.74567 -0.16787 -0.53499
2 P 2.58083 -0.52814 1.44348
3 P -1.96535 -0.28558 -0.02682
4 P 0.21563 2.29369 0.56881
5 H 4.10890 -0.03883 -3.16515
6 C 4.55853 0.50632 -2.32766
7 C 4.39742 0.05273 -1.07731
8 H 4.13811 -1.01014 -0.99822
9 C 3.68963 -1.89105 1.74408
10 C 0.91245 -0.96964 1.90120
11 C 3.20506 0.96247 2.18694
12 C -3.12119 0.41245 -1.26429
13 C -2.52668 -2.02882 0.05629
14 C -2.73080 0.29512 1.54370
15 C 1.49684 3.60380 0.49359
16 C -0.37678 2.67579 2.28769
17 C -1.04364 3.22122 -0.39096
18 H 5.29473 1.27986 -2.58363
19 H 4.79969 0.58725 -0.21163
20 H 4.52852 -1.91905 1.03803
21 H 3.16397 -2.85508 1.71043
22 H 4.09109 -1.74971 2.75843
23 H 0.06135 -0.96020 1.12242
24 H 0.56450 -0.34055 2.74461
25 H 0.97864 -2.02964 2.20052
26 H 4.14172 1.27872 1.71144
27 H 3.40733 0.72253 3.23906
28 H 2.49116 1.79243 2.15138
29 H -4.09770 -0.08211 -1.16179
30 H -2.71349 0.23530 -2.26873
31 H -3.24733 1.49132 -1.10379
32 H -3.61638 -2.04546 0.20354
33 H -2.04879 -2.52978 0.91043
34 H -2.27409 -2.56376 -0.86842
35 H -3.67511 -0.24344 1.70502
36 H -2.95091 1.36915 1.51077
37 H -2.06552 0.07993 2.39089
38 H 1.03188 4.51708 0.89333
39 H 1.80177 3.79406 -0.54309
40 H 2.38223 3.36220 1.08740
41 H -0.45315 3.76873 2.40401
42 H 0.32235 2.29987 3.04744
43 H -1.36576 2.25419 2.49841
44 H -0.87158 4.29086 -0.21669
45 H -2.06605 2.97356 -0.08775
46 H -0.91958 3.03090 -1.46277
47 C 0.61415 1.48504 -3.46394
48 C 1.77269 2.02985 -2.88780
49 C 2.12429 3.35089 -3.12140
50 C 1.30758 4.15944 -3.92026
51 C 0.13047 3.63701 -4.47009
52 C -0.22183 2.30311 -4.25923
53 Se 0.19023 -0.33512 -3.15528
54 H 2.55512 -0.39748 -0.03703
55 H 2.44813 1.42286 -2.28135
56 H 3.06653 3.74196 -2.72963
57 H 1.61469 5.18950 -4.11411
58 H -0.52152 4.27166 -5.07058
59 H -1.11172 1.86932 -4.73007
60 N 1.43622 -2.38355 -1.12255
61 C 0.52518 -3.49887 -0.94496
62 C 0.42983 -4.12231 0.29636
63 C -0.48928 -5.16692 0.46259
64 C -1.25086 -5.60417 -0.62431
65 C -1.16012 -4.94957 -1.86198
66 C -0.24578 -3.89913 -2.02912
67 H 2.35689 -2.59988 -0.74482
68 H 1.56967 -2.15849 -2.12228
69 H 1.06192 -3.75703 1.10910
70 H -0.60081 -5.61700 1.44658
71 H -1.92554 -6.45533 -0.49944
72 H -1.79842 -5.25870 -2.69218
73 H -0.14037 -3.39002 -2.99396

## Properties
**2S+1**: 1
**Gap between HOMO and LUMO**: 0.2222 Eh
**Net charge**: +3
**Molecular weight**: 551.5 g/mol
**Highest occupied orbital energy**: -16.16 eV

=====

2.
Molecular formula: C2H6IN2O2
Method: DFT, ωB97M-V/def2-TZVPD

Positions of all 13 atoms, in Å:
1 C 1.79439 -0.56989 0.08511
2 C -0.84425 -0.27319 -0.62638
3 N 0.39392 0.29536 -0.89193
4 N -1.36966 -0.26651 0.82688
5 O 1.49188 -1.62068 0.50965
6 O 0.36503 1.65449 -0.57711
7 I 3.51770 0.48908 0.29004
8 H -1.53762 0.43904 -1.22342
9 H -0.65145 -1.31184 -0.98605
10 H -2.28448 -0.67423 0.93537
11 H -1.22717 0.74494 1.30198
12 H -0.73494 -0.96771 1.37507
13 H 1.08667 2.06116 -1.01922

## Properties
**2S+1**: 1
**Gap between HOMO and LUMO**: 0.3376 Eh
**Net charge**: +1
**Molecular weight**: 217.0 g/mol
**Highest occupied orbital energy**: -13.16 eV

=====

3.
Molecular formula: C2H8NO2
Method: DFT, ωB97M-V/def2-TZVPD

Positions of all 13 atoms, in Å:
1 C 1.20103 -1.06136 -1.58501
2 O 1.84214 -0.99662 -0.34977
3 H 0.15372 -1.37073 -1.51223
4 H 1.20687 -0.08695 -2.11604
5 H 1.71624 -1.79319 -2.23147
6 N -1.92225 0.93824 1.27907
7 C -0.52982 0.98067 0.81866
8 O 0.26532 -0.01223 1.30031
9 H -2.43386 0.14799 0.89943
10 H -1.91249 0.83016 2.27955
11 H -0.61235 1.01330 -0.28629
12 H -0.13024 1.97426 1.10771
13 H 1.15567 -0.56356 0.39609

## Properties
**2S+1**: 1
**Gap between HOMO and LUMO**: 0.2925 Eh
**Net charge**: -1
**Molecular weight**: 78.1 g/mol
**Highest occupied orbital energy**: -3.47 eV

=====

4.
Molecular formula: C4H8O3
Method: DFT, ωB97M-V/def2-TZVPD

Positions of all 15 atoms, in Å:
1 C -0.89125 0.57885 -1.39471
2 C -0.66878 -0.48841 -0.34102
3 O 0.12339 -1.49549 -0.93967
4 C 0.01461 0.00000 0.95578
5 O 0.33939 -1.11380 1.74461
6 C 1.24195 0.84990 0.68606
7 O 2.35697 0.48168 0.97033
8 H -1.44377 0.14215 -2.23031
9 H -1.45677 1.42858 -0.99881
10 H 0.06797 0.93438 -1.78478
11 H -1.63596 -0.90558 -0.02452
12 H -0.02265 -2.30816 -0.44218
13 H -0.69282 0.62758 1.51802
14 H 1.24770 -1.35009 1.50124
15 H 1.06479 1.84154 0.22182

## Properties
**2S+1**: 1
**Gap between HOMO and LUMO**: 0.3969 Eh
**SMILES string**: C[C@@H](O)[C@@H](O)C=O
**Molecular weight**: 104.1 g/mol
**Highest occupied orbital energy**: -10.06 eV

=====

5.
Molecular formula: C3H6N2O2S
Method: DFT, ωB97M-V/def2-TZVPD

Positions of all 14 atoms, in Å:
1 H -2.56768 -0.19135 -2.32397
2 N -1.65340 -0.30943 -2.02733
3 C -1.44220 0.01757 -0.79550
4 N -0.18047 -0.09464 -0.26820
5 O 0.83219 -0.38767 -1.16992
6 C 0.15614 -0.24786 1.08362
7 C 1.29047 0.49912 1.52805
8 O 2.11434 0.91024 0.51615
9 S 1.81457 0.77565 3.09401
10 H -2.27137 0.20601 -0.06658
11 H 0.44870 -0.39942 -2.06232
12 H 0.49053 -1.35532 1.32566
13 H -0.78972 -0.15333 1.58354
14 H 1.75792 0.73043 -0.41720

## Properties
**2S+1**: 1
**Gap between HOMO and LUMO**: 0.3286 Eh
**SMILES string**: [H]/N=C/N(O)CC(O)=S
**Molecular weight**: 134.2 g/mol
**Highest occupied orbital energy**: -8.71 eV

=====

6.
Molecular formula: C2H7NO3
Method: DFT, ωB97M-V/def2-TZVPD

Positions of all 13 atoms, in Å:
1 N 1.29074 0.68182 0.62870
2 C 1.12408 -0.40122 -0.32434
3 O 0.45090 0.03738 -1.46357
4 C -0.67526 -0.53837 -1.85719
5 O -1.35946 -0.21708 -2.86262
6 H 1.78830 1.47705 0.21311
7 H 0.35144 1.02349 0.86033
8 H 2.08258 -0.70541 -0.78714
9 H 0.62384 -1.31657 0.04630
10 H -1.08851 -1.24443 -1.10995
11 O -1.51592 0.00599 2.28677
12 H -1.47438 0.46916 1.41959
13 H -1.59834 0.72819 2.95001

## Properties
**2S+1**: 1
**Gap between HOMO and LUMO**: 0.4006 Eh
**SMILES string**: NCOC=O.O
**Molecular weight**: 93.1 g/mol
**Highest occupied orbital energy**: -10.42 eV

=====

7.
Molecular formula: C7H8O2S2
Method: DFT, ωB97M-V/def2-TZVPD

Positions of all 19 atoms, in Å:
1 C 0.06245 -1.06739 1.21330
2 C 1.08539 0.53587 -1.12473
3 C -0.93066 -0.20605 0.93479
4 C 0.00964 1.13882 -0.74697
5 C 1.09584 -1.62800 0.15255
6 C 1.18757 -1.01276 -1.23119
7 C -1.22944 0.35495 -0.42708
8 O -2.72478 1.34150 2.23088
9 O -1.44671 3.21678 -0.24836
10 S -1.37740 0.90532 2.37804
11 S -0.02137 2.82808 -0.13448
12 H 0.29306 -1.40511 2.20290
13 H 1.99519 1.19214 -1.00955
14 H 2.17230 -1.60199 0.68387
15 H 0.83911 -2.70315 0.17347
16 H 0.31902 -1.26026 -1.89987
17 H 2.11008 -1.43398 -1.78099
18 H -1.45641 -0.35706 -1.14150
19 H -1.98287 1.16229 -0.22507

## Properties
**2S+1**: 1
**Gap between HOMO and LUMO (alpha / beta)**: 0.2865 / 0.2657 Eh
**Molecular weight**: 188.3 g/mol
**Highest occupied orbital energy (alpha / beta)**: -8.68 / -8.41 eV

=====

8.
Molecular formula: C2H6N4O2
Method: DFT, ωB97M-V/def2-TZVPD

Positions of all 14 atoms, in Å:
1 C 0.42572 0.31057 0.14927
2 C -0.94801 1.42336 -1.46326
3 H 0.82379 -1.00750 2.54019
4 H 2.30469 0.90633 1.09727
5 H -1.59567 0.10607 0.39586
6 H -0.52677 -2.47447 0.92898
7 H -2.04445 2.09218 -1.38197
8 H 0.23417 0.02250 -2.60771
9 N 1.75928 0.10466 0.67744
10 N -0.71407 -0.45771 0.83469
11 N 0.20888 1.40834 -0.60806
12 N -0.99348 0.43570 -2.37056
13 O 1.77475 -1.06598 1.70016
14 O -0.70882 -1.80406 0.10770

## Properties
**2S+1**: 1
**Gap between HOMO and LUMO**: 0.3419 Eh
**Molecular weight**: 118.1 g/mol
**Highest occupied orbital energy**: -9.34 eV